[1]
A structure of composition C31H49Br48IN4O2S at a distorted geometry, computed with ωB97M-V with the def2-TZVPD basis set.

XYZ file:
```
136
Properties=species:S:1:pos:R:3
C -2.51422 3.87309 1.69440
C -2.37913 3.91599 0.39713
C -1.16534 3.17429 -0.19419
N 0.04219 3.92461 0.27028
O -1.02474 1.86635 0.32822
C -1.36071 0.82561 -0.55015
I -3.29004 1.15868 -1.58143
C -0.21521 0.42963 -1.55713
C -0.59437 0.57693 -3.05559
C 1.08330 1.24034 -1.38410
C 1.85382 0.98765 -0.08924
C -1.64070 -0.43976 0.36579
S -2.99427 0.13540 1.50838
C -0.41581 -0.75807 1.25591
C -0.56751 -1.88073 2.27070
O -0.48758 -3.18844 1.66639
C 0.62270 -1.76535 3.26322
N 0.10804 -1.17741 4.52088
N -2.01873 -1.59235 -0.46291
C -3.10805 -2.43219 0.01974
C -3.08317 -3.74897 -0.81214
C -4.48655 -4.33269 -0.96563
N -4.47693 -5.69445 -1.56305
H -3.46170 4.06638 2.19938
H -1.61640 3.67644 2.26740
H -3.04349 4.45786 -0.25848
H -1.14632 3.23055 -1.28381
H 0.74551 3.24545 0.54310
H 0.42961 4.42546 -0.52294
H 0.05955 -0.62069 -1.45879
H -1.29454 -0.18550 -3.38692
H 0.33812 0.37958 -3.59650
H -0.87857 1.59375 -3.31925
H 0.93419 2.31283 -1.50173
H 1.74834 0.95871 -2.20346
H 2.79666 1.53407 -0.08772
H 2.11904 -0.06806 -0.00057
H 1.32575 1.34199 0.79379
H -3.27685 -0.87929 2.34809
H -0.03091 0.11932 1.76832
H 0.38373 -1.08750 0.58030
H -1.45812 -1.82000 2.89516
H -1.12769 -3.72737 2.14593
H 1.38574 -1.07610 2.87592
H 1.07069 -2.73350 3.46720
H 0.86138 -1.07788 5.19343
H -0.21313 -0.23114 4.33341
H -1.21523 -2.20970 -0.53425
H -4.08658 -1.99235 -0.16701
H -3.02053 -2.74362 1.06388
H -2.51809 -4.46692 -0.20197
H -2.53624 -3.63898 -1.75009
H -4.93796 -4.45648 0.02033
H -5.09543 -3.69773 -1.60923
H -4.08336 -5.56771 -2.49275
H -3.78124 -6.20798 -1.02740
C -5.27770 2.33017 4.47238
Br -3.50297 1.62323 4.71226
Br -5.23299 4.24348 4.28823
Br -6.18800 1.49372 2.99069
H -5.84122 2.09776 5.36448
C 5.70142 3.43597 0.17266
Br 6.06305 1.90557 1.27988
Br 6.23225 3.14161 -1.65719
Br 3.84954 3.93973 0.32814
H 6.29117 4.26192 0.54427
C 4.33929 1.48830 5.06464
Br 6.01911 0.60632 5.39767
Br 4.54218 3.39926 4.91204
Br 3.44837 0.74164 3.52688
H 3.70606 1.30330 5.92061
C 0.48189 2.95511 -5.75951
Br 1.17864 3.64981 -4.09782
Br 0.43773 4.31921 -7.12157
Br 1.45824 1.39032 -6.33362
H -0.54007 2.64834 -5.57567
C -2.90066 1.12302 -7.63591
Br -2.45458 0.59286 -5.83599
Br -4.05826 2.66363 -7.66522
Br -1.31661 1.39495 -8.69788
H -3.44792 0.30386 -8.08037
C -7.85909 -7.57877 -0.62121
Br -6.75941 -7.05192 0.86877
Br -9.27269 -8.77174 -0.07659
Br -8.54184 -6.05023 -1.57506
H -7.22534 -8.12458 -1.30563
C 5.27454 -0.76238 -6.46080
Br 6.42997 0.55277 -7.26229
Br 5.00862 -0.42088 -4.58110
Br 3.60300 -0.91104 -7.40665
H 5.77102 -1.71875 -6.54328
C 2.10256 -4.93792 2.17237
Br 2.76767 -5.37903 0.41710
Br 2.58873 -6.26633 3.48084
Br 2.64398 -3.17031 2.71500
H 1.02309 -4.93365 2.10989
C 7.84360 -2.75111 7.66942
Br 9.09766 -1.49683 6.91093
Br 7.52088 -2.39753 9.53630
Br 6.20416 -2.80540 6.66021
H 8.29304 -3.73161 7.60342
C -7.14248 5.87095 1.00790
Br -7.73510 6.41644 2.75947
Br -7.10071 7.35938 -0.21819
Br -5.44904 4.94716 1.05990
H -7.87400 5.16987 0.63160
C -0.89376 8.03165 -0.25187
Br -1.68611 6.57703 0.74740
Br -1.57766 9.75867 0.28675
Br 1.03590 7.97343 -0.17473
H -1.17122 7.89308 -1.28746
C 2.75155 -9.61277 0.20203
Br 3.02622 -11.17610 1.29436
Br 3.29986 -9.90753 -1.62315
Br 0.93274 -8.98379 0.30646
H 3.38175 -8.82885 0.60043
C 10.09481 0.63053 -5.37872
Br 9.17984 1.72677 -4.08668
Br 10.23827 1.52210 -7.08072
Br 11.80993 0.03449 -4.73507
H 9.48775 -0.25065 -5.53380
C 8.00273 5.13132 -7.14431
Br 7.78860 5.93686 -8.88279
Br 8.79016 6.35507 -5.88047
Br 6.34582 4.39867 -6.48876
H 8.69187 4.30548 -7.25808
C 1.10835 -10.81354 5.14408
Br 2.90263 -10.23045 4.75092
Br -0.19030 -9.46331 4.69027
Br 0.70830 -12.50320 4.30671
H 1.04980 -10.96617 6.21214
C -10.44142 9.29135 5.05489
Br -11.77967 7.94256 4.72914
Br -9.02984 8.63433 6.19267
Br -9.74610 10.01426 3.41082
H -10.92590 10.10100 5.58162
```

For the gap between HOMO and LUMO, the calculation gives 0.2975 Ha. The calculation puts the molecular weight at 4504.12 g mol⁻¹. The HOMO energy is -8.431 eV.

***

[2]
A structure of composition C31H49BrCaN2OP2 at a distorted geometry, computed with ωB97M-V with the def2-TZVPD basis set.

XYZ file:
```
87
Properties=species:S:1:pos:R:3
C 1.96682 3.22364 -5.28774
C 0.86030 3.37152 -4.44381
C -0.16298 4.25301 -4.88774
C -0.03641 4.87701 -6.14139
N 0.99187 4.63729 -6.94123
C 1.97822 3.85020 -6.55241
C 0.76526 2.57554 -3.21608
C 0.71015 1.44208 -2.63941
C 0.16259 0.22314 -2.12938
C 0.80626 -1.05406 -2.05622
C 0.22743 -2.08137 -1.33639
C -0.99896 -1.86500 -0.64686
C -1.78476 -0.78802 -1.09254
C -1.18912 0.29069 -1.71550
Ca 1.16364 2.81658 -0.84360
P -1.72736 -3.05042 0.49918
H -1.05424 4.42885 -4.27557
H 2.80241 2.58570 -5.00795
H -0.78112 5.59344 -6.48549
H 2.81451 3.70144 -7.24366
H -1.75379 1.22947 -1.84315
H 1.80579 -1.18198 -2.46179
H -2.84394 -0.72975 -0.92796
H 0.67374 -3.07572 -1.35072
C -1.26079 -2.79736 2.23509
C -2.25991 -3.11078 3.35831
H -0.96605 -1.71931 2.22072
H -0.31781 -3.35432 2.36717
H -1.74751 -2.95254 4.32250
H -3.15016 -2.46009 3.30885
H -2.60362 -4.15580 3.30707
C -3.51781 -2.82198 0.34449
C -4.00519 -3.05048 -1.08888
H -3.72690 -1.78909 0.68681
H -4.00861 -3.50047 1.06773
H -5.10030 -3.07998 -1.12442
H -3.68589 -2.25434 -1.75960
H -3.62523 -3.98417 -1.51144
C -1.17075 -4.64382 -0.10855
C -1.90247 -5.82284 0.52118
H -0.09152 -4.63588 0.10258
H -1.29195 -4.61286 -1.20136
H -1.45394 -6.73588 0.10428
H -1.79286 -5.81523 1.61688
H -2.97384 -5.78652 0.27335
Br 0.33020 -0.19469 1.21881
P -1.96573 3.02436 1.89571
C -2.71766 1.36208 1.69840
C -3.80471 1.14726 2.75758
H -1.87712 0.63793 1.77926
H -3.14752 1.28830 0.68536
H -4.24245 0.14546 2.67176
H -3.42900 1.24560 3.78654
H -4.61811 1.87367 2.61750
C -0.54359 2.72015 3.01344
C -0.52235 3.80715 4.10477
H 0.38802 2.74756 2.42245
H -0.66506 1.71206 3.44726
H 0.36293 3.68074 4.73329
H -0.47690 4.81184 3.66709
H -1.41115 3.76469 4.74958
C -1.44805 3.41292 0.19728
C -2.62540 4.22550 -0.37169
H -1.31695 2.44770 -0.33045
H -0.53856 4.05472 0.25901
H -2.36250 4.71977 -1.30745
H -3.52389 3.62636 -0.56663
H -2.94014 5.01034 0.32738
O 2.96167 1.50332 -0.20426
C 3.59994 0.51035 0.26449
C 3.77071 -0.76955 -0.53357
C 5.14169 -1.46786 -0.41184
C 5.40982 -2.29242 0.84860
C 5.69531 -1.41600 2.06637
C 4.43265 -0.61192 2.38211
N 4.20139 0.55343 1.47158
H 2.94463 -1.40935 -0.19513
H 3.57453 -0.54365 -1.59628
H 5.24382 -2.14843 -1.25924
H 5.92498 -0.71032 -0.54857
H 4.55490 -2.94695 1.06995
H 6.26241 -2.96346 0.67646
H 5.92259 -2.04828 2.93891
H 6.55863 -0.74238 1.90342
H 3.52087 -1.23389 2.35262
H 4.51895 -0.18224 3.38376
H 4.11302 1.45858 1.91904
```

For the gap between HOMO and LUMO, the calculation gives 0.2003 Ha. The net charge is +2. As for the energy relative to the best compared isomer or geometry (same formula, charge and spin): 0.0 kJ/mol. The calculation puts the molecular weight at 647.68 g mol⁻¹. The HOMO energy is -12.556 eV.

***

Look up the HOMO of the second one.
-12.556 eV